Record 1
The following is a quantum chemistry calculation of C34H55ClIrN3OP2 as an isolated structure in a non-equilibrium geometry, from the Open Molecules 2025 dataset.

Properties
HOMO-LUMO gap (spin up / spin down): 4.92 / 5.39 eV
Energy above the lowest of the compared OMol25 structures with the same formula, charge and spin: 46.6 kcal/mol
LUMO level (spin up / spin down): -8.935 / -12.288 eV
2S+1: 6
Total energy: -76575.0309 eV
Charge: +3

```
97
Properties=species:S:1:pos:R:3:forces:R:3:mulliken_spin:R:1
C -0.819 -2.482 -1.856 -4.4 -2.0 -2.7 0.495
C 1.459 -2.239 -1.311 -1.1 -0.2 -0.5 0.486
C -0.551 -3.607 -2.638 1.5 -1.1 0.1 -0.089
C 1.751 -3.471 -1.960 2.6 2.1 1.6 0.415
C 0.746 -4.134 -2.637 -4.2 -2.1 -2.2 0.571
H -1.366 -4.051 -3.206 0.3 0.0 0.1 -0.006
H 2.781 -3.811 -1.944 -0.1 -0.1 0.0 -0.007
H 0.956 -5.057 -3.172 0.0 0.3 0.1 0.026
N 0.147 -1.923 -1.121 4.6 3.4 4.2 0.461
P -2.428 -0.854 -0.254 -1.3 -0.9 -0.9 0.011
P 2.346 0.284 -0.206 1.1 -0.2 0.6 0.047
C -2.163 -1.792 -1.858 1.0 0.2 -0.2 0.019
H -2.179 -1.070 -2.690 -0.1 0.0 0.2 0.081
H -2.963 -2.511 -2.075 0.3 0.2 0.1 0.019
C -0.189 1.464 0.995 -0.3 4.7 2.6 0.005
O -0.132 2.469 1.583 -0.2 -3.3 -2.0 0.005
C 2.442 -1.305 -0.945 2.0 -1.5 1.3 0.428
H 3.478 -1.660 -1.080 -0.5 0.1 -0.1 -0.107
C 3.449 1.062 -1.691 -0.4 0.5 -0.1 0.011
C 3.480 0.562 1.367 -0.2 -0.2 0.0 0.071
C -3.650 0.542 -0.670 0.1 0.3 0.1 -0.005
C -3.282 -2.237 0.727 0.1 0.1 0.4 -0.021
C 2.938 2.498 -1.750 0.1 0.3 -0.2 0.005
H 3.174 3.056 -0.836 -0.1 -0.1 -0.3 0.000
H 3.397 3.031 -2.595 -0.1 -0.1 0.2 0.005
H 1.850 2.516 -1.879 0.3 0.1 0.0 0.000
C 4.975 1.014 -1.524 0.2 -0.1 0.4 0.001
H 5.367 1.526 -0.642 -0.1 -0.2 -0.3 0.001
H 5.352 -0.018 -1.540 -0.1 0.3 0.0 0.002
H 5.413 1.517 -2.403 -0.3 -0.1 0.2 0.005
C 3.204 0.277 -2.984 -0.3 -0.1 -0.1 0.065
H 3.671 0.805 -3.826 -0.1 -0.1 0.2 0.003
H 3.658 -0.721 -2.943 -0.1 0.3 -0.1 -0.004
H 2.141 0.148 -3.207 0.3 -0.1 -0.2 -0.048
C 3.860 2.052 1.447 -0.1 0.1 -0.2 0.005
H 2.953 2.671 1.518 0.3 -0.1 0.0 0.000
H 4.446 2.201 2.367 -0.2 -0.1 -0.3 0.001
H 4.465 2.414 0.611 -0.2 -0.1 0.4 0.000
C 2.715 0.259 2.652 -0.4 -0.1 0.0 0.021
H 1.819 0.883 2.752 0.1 -0.1 0.1 -0.009
H 2.431 -0.795 2.714 0.1 0.1 0.1 0.019
H 3.378 0.481 3.503 -0.2 -0.1 -0.3 0.008
C 4.687 -0.378 1.346 0.3 -0.1 -0.2 -0.003
H 5.377 -0.213 0.514 -0.2 -0.1 0.3 0.002
H 5.253 -0.204 2.275 -0.2 -0.1 -0.3 -0.001
H 4.368 -1.430 1.334 0.1 0.2 0.1 0.004
C -3.633 -1.727 2.130 -0.1 -0.1 0.2 0.053
H -4.210 -2.514 2.639 0.1 0.3 -0.1 0.001
H -2.735 -1.534 2.726 -0.2 -0.1 -0.1 -0.003
H -4.238 -0.813 2.121 0.1 -0.3 0.0 -0.003
C -2.330 -3.433 0.852 0.2 0.1 0.0 -0.009
H -2.122 -3.903 -0.115 -0.1 0.0 0.1 0.008
H -1.381 -3.152 1.316 -0.1 -0.1 0.0 0.038
H -2.807 -4.183 1.499 0.1 0.2 -0.2 0.001
C -4.564 -2.759 0.041 -0.2 0.2 0.0 0.003
H -4.789 -3.745 0.472 0.1 0.2 -0.1 -0.001
H -5.430 -2.121 0.240 0.3 -0.3 -0.1 0.000
H -4.465 -2.895 -1.041 -0.1 0.0 0.3 0.000
C -3.524 0.876 -2.160 0.0 0.1 -0.1 0.019
H -3.969 0.104 -2.804 0.2 0.2 0.2 0.001
H -4.067 1.815 -2.361 0.2 -0.3 0.1 0.001
H -2.472 1.024 -2.431 -0.4 0.0 0.0 -0.010
C -3.212 1.773 0.139 0.0 0.1 0.0 0.003
H -2.210 2.103 -0.159 -0.3 0.0 0.0 -0.001
H -3.912 2.596 -0.066 0.2 -0.2 0.1 0.000
H -3.215 1.573 1.219 0.0 0.1 -0.1 0.000
C -5.124 0.251 -0.365 -0.2 0.0 0.0 0.001
H -5.525 -0.553 -0.996 0.1 0.3 0.2 0.000
H -5.307 0.032 0.693 0.0 0.0 -0.4 0.000
H -5.698 1.159 -0.611 0.2 -0.2 0.1 0.000
Ir -0.151 -0.134 0.094 0.9 -3.3 1.0 -0.068
N -0.111 0.555 -1.688 1.3 2.2 -3.9 -0.009
C 0.252 1.015 -2.703 -3.3 1.2 1.3 0.023
C -0.022 2.046 -3.866 0.8 0.0 -0.8 -0.004
C 1.077 1.924 -4.904 0.5 -0.1 -0.3 0.001
C -1.346 1.757 -4.567 -0.7 -0.6 0.1 0.001
C -0.097 3.489 -3.359 0.1 0.2 1.0 0.000
H 2.056 2.201 -4.499 -0.2 -0.1 -0.2 0.000
H 1.116 0.898 -5.287 0.1 0.2 -0.1 0.000
H 0.851 2.597 -5.738 0.1 -0.2 0.2 0.000
H -2.196 2.134 -3.991 0.2 -0.2 -0.2 0.001
H -1.376 2.284 -5.532 0.3 -0.2 0.3 0.000
H -1.467 0.685 -4.765 -0.1 0.2 -0.1 0.000
H -0.425 4.143 -4.180 0.1 -0.4 0.1 0.000
H -0.841 3.588 -2.553 0.2 0.0 -0.2 0.000
H 0.866 3.870 -3.010 -0.2 0.0 -0.1 0.000
Cl -1.320 -0.318 5.700 0.7 -0.8 -1.1 0.221
C -0.544 -1.126 4.405 -1.4 2.1 0.5 0.177
C 0.143 -2.318 4.596 1.1 -2.2 1.0 0.414
C 0.731 -2.913 3.480 -0.1 0.2 -0.2 -0.049
C 0.612 -2.309 2.231 1.5 -2.6 0.7 0.457
N -0.051 -1.144 2.065 -1.6 3.5 -2.5 0.293
C -0.637 -0.550 3.130 -0.2 0.3 0.1 0.372
H 0.187 -2.751 5.588 0.1 0.0 -0.1 0.018
H 1.282 -3.848 3.548 -0.2 0.2 0.1 -0.005
H 1.058 -2.772 1.344 -0.2 0.2 0.4 0.026
H -1.214 0.358 2.985 0.2 -0.2 0.1 0.028
```
Forces are in eV/Å.



Record 2
The following is a quantum chemistry calculation of C34H55N10O3PS2SiTl as an isolated structure, from the Open Molecules 2025 dataset.

Properties
HOMO-LUMO gap: 7.57 eV
Energy above the lowest of the compared OMol25 structures with the same formula, charge and spin: 44.1 kcal/mol
LUMO level: -2.461 eV
2S+1: 1
Total energy: -100724.5853 eV
Charge: +1

```
107
Properties=species:S:1:pos:R:3:forces:R:3:mulliken_charge:R:1
Tl 0.220 -0.202 0.917 -0.4 -0.1 -0.3 1.567
C 5.660 -2.526 1.297 0.0 0.0 0.0 -1.000
N 4.652 -1.515 1.027 -0.1 0.1 0.0 0.201
C 4.905 -0.249 0.567 0.1 0.0 0.0 -0.947
C 3.695 0.374 0.466 0.1 0.1 0.0 -0.820
N 2.717 -0.489 0.859 0.0 -0.1 0.1 0.769
C 3.311 -1.621 1.188 -0.1 0.0 -0.1 -0.054
P 2.439 -3.107 1.795 0.0 0.0 0.1 -0.247
C 1.363 -3.301 0.343 0.0 0.1 0.1 0.230
N 0.740 -2.325 -0.289 0.3 0.0 -0.1 0.347
C 0.100 -2.884 -1.348 -0.1 0.0 0.1 -0.126
C 0.341 -4.229 -1.353 0.0 0.0 0.0 -1.340
N 1.153 -4.483 -0.283 -0.1 0.1 0.0 0.127
C 1.585 -5.800 0.151 0.0 0.0 0.0 -0.880
C -1.176 -2.759 1.888 -0.1 -0.3 -0.1 -0.839
N -1.466 -1.495 1.501 0.3 0.0 0.2 0.687
C -2.794 -1.204 1.752 -0.1 0.0 -0.1 -0.770
C -3.361 -2.316 2.272 0.0 0.0 0.0 -0.746
N -2.351 -3.258 2.346 0.0 0.2 -0.1 0.325
C -2.500 -4.591 2.896 0.0 0.0 0.0 -0.998
H 6.432 -2.104 1.938 0.0 0.0 0.0 0.363
H 5.193 -3.361 1.812 0.0 0.0 0.0 0.363
H 6.104 -2.878 0.368 0.0 0.0 0.0 0.339
H 5.906 0.087 0.357 0.0 0.0 0.0 0.516
H 3.475 1.376 0.137 0.0 0.0 0.0 0.551
H -0.517 -2.295 -2.004 0.1 0.0 0.0 0.177
H 0.019 -5.014 -2.016 0.0 0.0 0.0 0.537
H 1.590 -6.465 -0.709 0.0 0.0 0.0 0.339
H 2.591 -5.747 0.559 0.0 0.0 0.0 0.343
H 0.906 -6.189 0.909 0.0 0.0 0.0 0.294
H -3.249 -0.256 1.535 0.0 0.0 0.0 0.525
H -4.372 -2.516 2.583 0.0 0.0 0.0 0.509
H -3.536 -4.745 3.190 0.0 0.0 0.0 0.350
H -2.233 -5.335 2.147 0.0 0.0 0.0 0.300
H -1.862 -4.713 3.769 0.0 0.0 0.0 0.309
C 4.146 -0.341 6.358 0.0 0.0 0.0 -1.171
C 4.495 -0.746 4.935 0.1 0.0 -0.1 -0.470
N 3.451 -1.534 4.287 -0.1 0.1 0.0 0.068
C 2.336 -0.949 3.772 0.3 0.1 0.1 0.077
S 1.087 -2.033 3.116 0.0 -0.2 -0.1 -0.277
N 2.212 0.333 3.778 -0.1 0.0 -0.1 -1.141
N 1.105 0.825 3.097 0.1 0.0 0.2 0.964
C 0.634 1.931 3.533 -0.1 0.0 -0.1 0.496
C 1.190 2.696 4.691 0.0 0.0 0.1 -1.753
C -0.588 2.464 2.857 0.1 0.0 0.1 0.616
C -1.153 3.675 3.236 0.0 0.0 -0.1 -0.859
C -2.316 4.098 2.606 0.0 0.0 0.0 -0.650
C -2.868 3.311 1.614 0.0 0.0 0.0 -1.929
C -2.229 2.124 1.285 0.0 0.1 0.0 -0.023
N -1.134 1.706 1.904 0.0 0.1 0.0 0.361
H 4.961 0.233 6.800 0.0 0.0 0.0 0.381
H 3.978 -1.219 6.984 0.0 0.0 0.0 0.338
H 3.246 0.272 6.376 0.0 0.0 0.0 0.227
H 5.406 -1.346 4.915 0.0 0.0 0.0 0.469
H 4.666 0.131 4.311 0.0 0.0 0.0 0.267
H 3.320 -2.478 4.613 0.0 0.0 0.0 0.319
H 2.050 2.187 5.111 0.0 0.0 0.0 0.259
H 0.427 2.819 5.461 0.0 0.0 0.0 0.390
H 1.490 3.694 4.366 0.0 0.0 0.0 0.382
H -0.705 4.277 4.010 0.0 0.0 0.0 0.486
H -2.777 5.035 2.888 0.0 0.0 0.0 0.446
H -3.763 3.604 1.087 0.0 0.0 0.0 0.644
H -2.604 1.498 0.484 0.0 0.0 0.0 0.730
C -3.250 -0.281 -3.791 0.0 0.0 0.0 -1.547
C -3.132 -0.542 -2.296 0.1 0.0 0.1 1.975
C -4.243 0.178 -1.545 -0.1 0.0 0.0 -1.269
C -3.180 -2.037 -2.018 -0.1 0.0 0.0 -1.521
O -1.842 -0.087 -1.785 -0.1 0.0 0.0 0.498
Si -1.005 1.267 -2.185 -0.2 -0.1 -0.1 -2.097
S 0.695 1.337 -0.929 0.2 0.1 0.1 -0.481
O -0.527 1.303 -3.736 0.1 0.2 -0.1 0.708
C 0.562 0.816 -4.545 -0.1 -0.1 0.1 1.784
C 0.056 0.872 -5.980 0.0 0.0 0.0 -1.753
C 0.897 -0.614 -4.147 0.0 0.0 0.0 -1.171
C 1.767 1.728 -4.371 0.1 0.0 0.0 -1.570
O -2.024 2.527 -1.962 0.0 0.0 -0.1 0.909
C -2.010 3.864 -2.520 0.0 0.0 0.1 1.748
C -0.607 4.450 -2.444 0.0 0.0 0.0 -1.330
C -2.966 4.677 -1.661 0.0 0.0 0.0 -1.679
C -2.516 3.809 -3.955 0.0 0.0 0.0 -1.535
H -4.182 -0.713 -4.162 0.0 0.0 0.0 0.569
H -2.421 -0.739 -4.329 0.0 0.0 0.0 0.221
H -3.260 0.786 -4.016 0.0 0.0 0.0 0.172
H -5.211 -0.084 -1.976 0.0 0.0 0.0 0.552
H -4.115 1.257 -1.614 0.0 0.0 0.0 0.025
H -4.259 -0.123 -0.497 0.0 0.0 0.0 0.195
H -4.190 -2.421 -2.171 0.0 0.0 0.0 0.483
H -2.883 -2.238 -0.987 0.0 0.0 0.0 0.025
H -2.511 -2.579 -2.689 0.0 0.0 0.0 0.375
H -0.826 0.241 -6.096 0.0 0.0 0.0 0.339
H 0.823 0.528 -6.676 0.0 0.0 0.0 0.425
H -0.214 1.895 -6.244 0.0 0.0 0.0 0.348
H 0.013 -1.248 -4.244 0.0 0.0 0.0 0.179
H 1.253 -0.654 -3.116 0.0 0.0 0.0 0.046
H 1.676 -1.020 -4.795 0.0 0.0 0.0 0.639
H 1.520 2.748 -4.667 0.0 0.0 0.0 0.323
H 2.589 1.384 -5.002 0.0 0.0 0.0 0.485
H 2.110 1.732 -3.336 0.0 0.0 0.0 0.205
H -0.237 4.421 -1.418 0.0 0.0 0.0 0.240
H -0.610 5.488 -2.782 0.0 0.0 0.0 0.542
H 0.081 3.894 -3.079 0.1 -0.1 0.0 0.018
H -2.561 4.819 -0.658 0.0 0.0 0.0 0.310
H -3.926 4.163 -1.588 0.0 0.0 0.0 0.296
H -3.137 5.660 -2.102 0.0 0.0 0.0 0.471
H -1.878 3.177 -4.569 0.0 0.0 0.0 0.051
H -2.532 4.813 -4.383 0.0 0.0 0.0 0.556
H -3.533 3.414 -3.982 0.0 0.0 0.0 0.295
```
Forces are in eV/Å.